Entry from the Open Molecules 2025 dataset: the molecule C4H6FNS2 (the ωB97M-V functional and the def2-TZVPD basis).

spin multiplicity = 1
electronic energy = -1107.00137 hartree
gap between HOMO and LUMO = 8.836 eV
maximum force = 0.0194 hartree/bohr
net charge = 0

Each line ends with the natural charge from an NBO analysis.
CARTESIAN COORDINATES (ANGSTROEM)
F 2.06 -1.98 0.06  -0.363
C 1.33 -0.86 -0.34  0.198
C 1.82 0.35 0.45  -0.580
S 0.93 1.79 -0.16  0.422
N -0.67 1.17 0.11  -0.730
C -1.14 -0.09 -0.02  0.129
S -2.77 -0.41 0.03  -0.151
C -0.11 -1.20 -0.06  -0.528
H 1.50 -0.70 -1.42  0.178
H 2.88 0.53 0.24  0.251
H 1.63 0.20 1.51  0.232
H -1.38 1.87 0.26  0.426
H -0.42 -1.98 -0.78  0.258
H -0.15 -1.68 0.91  0.257